<one>
# C7H14O

A single C7H14O molecule (the ωB97M-V functional and the def2-TZVPD basis, the Open Molecules 2025 dataset).

Properties
frontier orbital gap: 0.37753 hartree
SMILES: C=CCCC(C)(C)O
E_HOMO: -9.35 eV

Element x y z (Å)
C -1.100 -0.102 -0.628
C 1.394 0.177 0.061
C 0.020 0.635 0.390
C -2.450 0.565 -0.359
C -0.767 -0.010 -2.112
C 1.932 -0.772 1.291
C 2.825 -0.342 2.186
O -1.193 -1.480 -0.293
H -1.478 -1.548 0.633
H 2.068 1.038 0.018
H 1.573 -0.375 -0.861
H -0.063 1.715 0.236
H -0.315 0.433 1.412
H 1.585 -1.804 1.303
H -3.253 0.081 -0.929
H -2.727 0.492 0.698
H -2.430 1.625 -0.632
H -1.606 -0.364 -2.725
H -0.533 1.017 -2.408
H 0.072 -0.660 -2.378
H 3.368 -1.036 2.824
H 3.076 0.713 2.273

***

<two>
# C7H14O

2 unconnected molecules or ions with the total composition C7H14O (the ωB97M-V functional and the def2-TZVPD basis, the Open Molecules 2025 dataset).

Properties
frontier orbital gap: 0.35819 hartree
SMILES: C=CC(=C)CCC.O
E_HOMO: -8.95 eV

Element x y z (Å)
C 0.929 1.191 0.386
C 0.889 -0.309 0.257
C 0.291 -0.732 -1.121
C -0.928 -0.078 -1.700
C -0.849 1.064 -2.394
C -2.511 -0.520 0.191
C -2.264 -0.382 -1.112
H 1.660 1.716 -0.238
H 1.112 1.538 1.406
H 0.001 1.679 0.077
H 1.854 -0.803 0.359
H 0.283 -0.756 1.048
H 0.138 -1.817 -1.124
H 1.145 -0.665 -1.798
H 0.102 1.484 -2.698
H -1.730 1.449 -2.865
H -1.640 -0.418 0.821
H -3.509 -0.788 0.498
H -3.111 -0.464 -1.789
H 2.584 -1.098 4.125
H 2.612 0.426 3.876
O 3.134 -0.382 3.798

***

<three>
# C7H14O

A single C7H14O molecule (the ωB97M-V functional and the def2-TZVPD basis, the Open Molecules 2025 dataset).

Properties
frontier orbital gap (alpha / beta): 0.23585 / 0.16710 hartree
E_HOMO (alpha / beta): -7.57 / -6.84 eV

Element x y z (Å)
C 0.925 -0.325 0.149
C 0.902 0.907 -0.666
C -0.201 0.472 -1.602
C 0.567 -1.730 -0.151
C -1.693 0.720 0.997
C 1.747 -0.188 1.393
C -1.781 0.306 -0.697
O -2.746 0.843 -1.291
H 0.665 1.828 -0.139
H 1.858 1.084 -1.176
H -1.902 -0.802 -0.513
H 0.138 -0.177 -2.412
H -0.523 1.281 -2.256
H 0.661 -2.420 0.686
H 1.131 -2.097 -1.014
H -0.488 -1.833 -0.453
H 1.755 0.826 1.794
H -2.744 0.966 1.107
H -1.128 1.634 1.175
H -1.330 -0.018 1.711
H 1.398 -0.831 2.202
H 2.789 -0.447 1.160

***

<four>
# C7H14O

2 unconnected molecules or ions with the total composition C7H14O (the ωB97M-V functional and the def2-TZVPD basis, the Open Molecules 2025 dataset).

Properties
frontier orbital gap: 0.35419 hartree
SMILES: C/C=C/C.C=CCO
E_HOMO: -8.73 eV

Element x y z (Å)
C -2.114 1.528 0.112
O -2.311 0.406 1.041
C -1.461 2.638 0.872
C -0.419 3.371 0.343
H -3.142 1.845 -0.217
H -1.528 1.263 -0.799
H -3.041 -0.125 0.710
H -1.718 2.740 1.946
H 0.275 3.900 1.021
H -0.176 3.334 -0.747
C 2.088 -2.031 -1.033
C 1.068 -1.887 -0.133
C 0.137 -0.748 -0.178
C 3.162 -3.033 -0.910
H 2.096 -1.310 -1.862
H 0.949 -2.674 0.619
H -0.901 -1.091 -0.165
H 0.271 0.005 0.626
H 0.325 -0.221 -1.152
H 2.719 -3.975 -0.517
H 4.005 -2.734 -0.281
H 3.582 -3.243 -1.950

***

Here is how they stack up, most stable first: <one>, <two>, <four>, <three>.

***

<one>
# C4H11N4

2 unconnected molecules or ions with the total composition C4H11N4 (the ωB97M-V functional and the def2-TZVPD basis, the Open Molecules 2025 dataset).

Properties
net charge: +1
frontier orbital gap (alpha / beta): 0.31486 / 0.31484 hartree
E_HOMO (alpha / beta): -12.51 / -12.51 eV

Element x y z (Å)
C -1.329 -0.347 -1.217
C -2.353 1.756 -0.755
C -0.102 0.852 0.437
C -1.491 -1.565 -2.043
N -2.162 0.607 -1.285
N -0.253 -0.231 -0.363
N 0.887 0.925 1.263
N 3.119 -0.392 2.127
H -3.021 1.861 0.090
H -2.040 2.650 -1.279
H -0.749 -1.574 -2.838
H -2.477 -1.571 -2.497
H -1.355 -2.464 -1.447
H 0.392 -1.016 -0.360
H 1.665 0.241 1.422
H 0.956 1.751 1.839
H 3.004 -1.260 2.638
H 3.430 0.301 2.801
H 3.878 -0.525 1.467

***

<two>
# C4H11N4

A gas-phase ion, C4H11N4 (charge +1) (the ωB97M-V functional and the def2-TZVPD basis, the Open Molecules 2025 dataset).

Properties
net charge: +1
frontier orbital gap: 0.35578 hartree
SMILES: CC1=N[N@H+](C)CN1N
E_HOMO: -12.82 eV

Element x y z (Å)
C 0.862 -0.770 0.151
C -0.543 1.052 0.542
C 1.988 -1.621 -0.162
C -2.379 -0.121 -0.595
N -0.635 -1.350 0.454
N 0.795 0.545 0.235
N 1.869 1.361 -0.058
N -1.412 -0.170 0.531
H -0.553 1.553 1.520
H -0.871 1.749 -0.235
H 1.691 -2.661 -0.095
H 2.821 -1.419 0.512
H 2.349 -1.401 -1.167
H -2.986 -1.023 -0.587
H -3.014 0.758 -0.516
H -1.816 -0.102 -1.527
H 1.838 1.725 -1.008
H 1.961 2.124 0.607
H -1.964 -0.228 1.400

***

<three>
# C4H11N4

A molecular structure, C4H11N4 (the ωB97M-V functional and the def2-TZVPD basis, the Open Molecules 2025 dataset).

Properties
net charge: +1
frontier orbital gap: 0.38495 hartree
E_HOMO: -14.34 eV

Element x y z (Å)
C -0.591 0.537 1.092
C -1.152 -0.091 -0.226
C 0.088 -2.109 -0.349
C 1.580 1.258 -1.115
N 0.649 0.721 1.165
N -0.001 -0.706 -0.801
N -1.522 1.135 1.809
N 1.131 0.013 -0.425
H -1.955 -0.682 0.091
H -1.421 0.823 -0.917
H 0.934 -2.556 -0.795
H 0.303 -2.399 0.700
H -0.878 -2.447 -0.619
H 2.580 1.108 -1.455
H 1.156 1.606 -2.086
H 1.295 2.028 -0.371
H -2.516 0.856 1.812
H -1.467 1.581 2.709
H 1.788 -0.675 -0.219

***

Here is how they stack up, most stable first: <one>, <two>, <three>.

***

<one>
# C3H8N2

2 unconnected molecules or ions with the total composition C3H8N2 (the ωB97M-V functional and the def2-TZVPD basis, the Open Molecules 2025 dataset).

Properties
frontier orbital gap: 0.35210 hartree
SMILES: [H]/N=C/C.C=N
E_HOMO: -9.02 eV

Element x y z (Å)
C 2.182 0.529 0.199
C 0.840 -0.109 0.111
N 0.513 -1.278 -0.045
H -0.682 -1.295 -0.088
H -0.236 0.650 0.187
H 2.298 1.269 -0.595
H 2.275 1.058 1.149
H 2.978 -0.211 0.119
C -2.023 -0.551 -0.053
N -1.616 0.720 0.005
H -1.662 1.163 -0.913
H -2.389 -0.980 0.878
H -2.479 -0.963 -0.955

***

<two>
# C3H8N2

2 unconnected molecules or ions with the total composition C3H8N2 (the ωB97M-V functional and the def2-TZVPD basis, the Open Molecules 2025 dataset).

Properties
frontier orbital gap: 0.33080 hartree
SMILES: C=CN.C=N
E_HOMO: -8.16 eV

Element x y z (Å)
C -2.193 2.308 -0.590
N -1.845 2.869 0.474
H -3.228 2.302 -0.910
H -1.558 1.806 -1.322
H -0.853 3.092 0.553
C 1.701 -2.608 0.204
C 0.782 -1.666 0.317
N 0.998 -0.311 0.253
H 2.776 -2.551 0.041
H 1.539 -3.676 0.334
H -0.260 -1.958 0.394
H 0.237 0.334 0.215
H 1.904 0.058 0.034

***

<three>
# C3H8N2

A single C3H8N2 molecule (the ωB97M-V functional and the def2-TZVPD basis, the Open Molecules 2025 dataset).

Properties
frontier orbital gap (alpha / beta): 0.29636 / 0.30022 hartree
E_HOMO (alpha / beta): -6.99 / -7.10 eV

Element x y z (Å)
C 0.606 -0.154 -1.280
C -0.608 -0.192 -2.144
C 0.785 0.083 2.479
N 0.490 -0.113 0.127
N 1.329 0.030 1.143
H 1.573 0.119 -1.498
H -0.280 -1.017 -2.865
H -0.692 0.745 -2.694
H -1.609 -0.453 -1.666
H 1.431 -0.589 3.033
H 0.938 1.164 2.908
H -0.293 -0.259 2.417
H -0.411 -0.018 0.550

***

Here is how they stack up, most stable first: <two>, <one>, <three>.